{
  "formula": "C30H44N2O6P2Tc",
  "method": "ωB97M-V/def2-TZVPD",
  "charge": 2,
  "e_lumo_ev": [-8.6, -8.9],
  "homo_ev": [-13.304, -13.546],
  "gap_ev": [4.682, 4.612],
  "spin_multiplicity": 4,
  "s_squared": 3.927,
  "total_energy_ev": -67835.2927,
  "molar_mass_g_mol": 688.6,
  "elements": ["Tc", "C", "C", "C", "C", "C", "C", "H", "H", "H", "C", "H", "H", "H", "C", "H", "H", "H", "C", "H", "H", "H", "C", "H", "H", "H", "C", "C", "C", "C", "C", "C", "C", "C", "H", "H", "H", "H", "H", "H", "H", "H", "H", "H", "H", "H", "P", "C", "C", "P", "C", "C", "C", "H", "H", "H", "H", "H", "H", "H", "H", "H", "H", "H", "H", "H", "H", "O", "C", "O", "C", "C", "C", "C", "C", "C", "N", "O", "O", "N", "O", "O", "H", "H", "H"],
  "xyz": [[-1.438, -3.255, -1.622], [-0.418, 1.764, -0.394], [-0.968, 0.908, 0.604], [1.209, 1.349, 1.174], [0.904, 2.087, -0.004], [0.085, 0.546, 1.491], [-1.076, 2.279, -1.608], [-2.008, 1.694, -1.845], [-0.384, 2.211, -2.462], [-1.367, 3.329, -1.479], [1.760, 3.105, -0.630], [1.201, 3.651, -1.401], [2.642, 2.664, -1.104], [2.125, 3.821, 0.118], [2.371, 1.514, 2.064], [2.096, 2.104, 2.957], [3.182, 2.047, 1.548], [2.748, 0.543, 2.418], [-0.014, -0.459, 2.552], [-0.659, -0.104, 3.364], [0.966, -0.742, 2.944], [-0.483, -1.432, 2.130], [-2.395, 0.618, 0.846], [-2.788, 1.297, 1.624], [-2.541, -0.402, 1.237], [-2.994, 0.768, -0.062], [-0.792, -4.056, -3.340], [-2.089, -3.434, -3.507], [-3.402, -4.174, -3.585], [-3.645, -5.070, -2.344], [-2.869, -4.572, -1.140], [-1.579, -5.071, -0.764], [-0.712, -5.946, -1.615], [-0.641, -5.551, -3.108], [-3.447, -4.731, -4.519], [-3.389, -6.124, -2.557], [-4.215, -3.436, -3.614], [-1.353, -6.163, -3.693], [0.040, -3.639, -3.902], [-2.090, -2.532, -4.108], [0.336, -5.871, -3.486], [0.314, -5.842, -1.229], [-1.496, -5.250, 0.307], [-0.998, -7.000, -1.459], [-4.720, -5.062, -2.099], [-3.528, -4.285, -0.321], [-2.353, -0.069, -2.728], [-1.055, -0.316, -3.991], [-3.938, 0.072, -3.582], [-1.123, -2.765, 1.106], [-2.743, -1.602, -1.709], [-2.685, -3.128, 1.983], [0.033, -3.948, 1.865], [-0.117, 0.117, -3.618], [-1.346, 0.138, -4.949], [-0.837, -1.377, -4.141], [-4.232, -0.932, -3.885], [-3.857, 0.732, -4.449], [-4.673, 0.468, -2.866], [0.296, -4.671, 1.093], [-0.351, -4.455, 2.770], [0.941, -3.377, 2.094], [-3.753, -1.891, -2.033], [-2.839, -1.255, -0.683], [-2.607, -2.885, 3.052], [-2.994, -4.171, 1.851], [-3.466, -2.497, 1.534], [1.367, -0.658, -2.041], [1.889, -1.228, -1.060], [1.423, -2.189, -0.375], [3.261, -0.656, -0.624], [3.909, -1.067, 0.554], [5.078, -0.398, 1.011], [5.747, 0.547, 0.222], [5.097, 0.981, -0.933], [3.875, 0.388, -1.352], [5.555, 2.187, -1.577], [6.670, 2.649, -1.272], [4.796, 2.733, -2.412], [5.415, -0.487, 2.411], [4.582, -1.027, 3.176], [6.486, 0.015, 2.810], [3.479, -1.865, 1.147], [6.668, 1.007, 0.564], [3.410, 0.766, -2.265]],
  "forces_ev_per_angstrom": [[5.474, 6.687, 3.006], [-0.395, -0.453, 0.282], [0.297, 0.226, 0.070], [0.089, 0.017, 0.433], [0.529, 0.141, 0.213], [-0.389, 0.047, -0.760], [-0.067, 0.348, -0.131], [0.641, 0.806, 0.361], [-0.287, 0.083, 0.214], [0.004, -0.034, -0.086], [-0.193, 0.348, -0.257], [0.289, -0.062, 0.194], [0.016, -0.024, -0.006], [-0.047, -0.130, -0.119], [0.610, 0.077, -0.174], [0.005, -0.145, -0.248], [-0.160, -0.182, 0.225], [-0.084, 0.265, -0.020], [0.051, -0.219, 0.284], [-0.048, -0.317, -0.013], [-0.165, -0.077, 0.015], [0.396, 1.240, 0.637], [-0.400, -0.110, -0.008], [0.148, -0.129, -0.254], [-0.047, 0.377, -0.192], [0.040, -0.065, 0.430], [-1.353, -1.037, -1.795], [-0.311, -1.816, -1.465], [-0.339, -0.209, 0.277], [-0.409, -0.545, -0.594], [-1.309, -1.017, -0.461], [-2.035, -1.200, 1.440], [0.878, -0.023, -0.009], [-0.020, -1.054, -0.368], [-0.192, -0.160, -0.054], [-0.091, 0.425, 0.064], [0.171, -0.069, -0.154], [0.030, 0.581, 0.204], [0.171, 0.522, 0.497], [-0.141, -0.094, 0.194], [-0.154, 0.144, 0.128], [-0.156, -0.228, 0.081], [0.299, -0.122, -0.159], [0.082, 0.278, -0.165], [0.413, -0.109, -0.148], [0.044, 0.042, 0.037], [-0.839, -3.518, -0.879], [0.542, 0.592, 0.166], [0.027, 1.050, -0.061], [-0.639, -2.839, -1.540], [-0.342, 0.288, 0.173], [-0.050, 1.104, -0.083], [0.153, 0.606, 0.677], [-0.166, -0.077, -0.174], [-0.001, -0.038, 0.366], [-0.061, 0.419, 0.113], [0.000, -0.011, -0.123], [-0.200, -0.054, 0.090], [0.047, -0.149, -0.324], [0.114, 0.058, 0.030], [0.128, 0.322, -0.509], [0.030, -0.315, -0.017], [0.173, 0.419, -0.004], [-0.032, -0.108, 0.154], [-0.066, -0.269, -0.142], [0.336, -0.052, 0.078], [0.080, -0.197, 0.236], [-0.365, -0.182, 0.445], [0.202, -0.109, 0.004], [-0.173, 0.484, -0.245], [1.166, 0.396, 0.176], [0.295, 0.628, 0.034], [-1.126, 0.058, -1.593], [-0.549, 0.063, 0.356], [-1.418, -1.553, 0.683], [0.362, 0.245, 0.054], [1.442, 2.465, -1.675], [-2.252, -1.202, -0.371], [1.041, -1.157, 1.607], [1.500, -0.329, 2.756], [1.178, 0.899, -1.440], [-2.307, -1.040, -1.100], [-0.006, 0.188, 0.058], [-0.183, 0.062, 0.022], [0.073, -0.168, 0.356]],
  "lowdin_charge": [1.25, -0.11, -0.12, -0.10, -0.10, -0.12, -0.03, 0.00, 0.11, 0.13, 0.04, 0.10, 0.08, 0.12, 0.03, 0.13, 0.10, 0.08, 0.03, 0.13, 0.11, -0.03, -0.01, 0.13, 0.05, 0.07, -0.27, -0.36, -0.17, -0.16, -0.34, -0.37, -0.16, -0.16, 0.12, 0.12, 0.10, 0.13, 0.12, 0.07, 0.12, 0.12, 0.07, 0.14, 0.12, 0.09, 1.02, -0.20, -0.21, 1.02, -0.40, -0.27, -0.26, 0.03, 0.08, 0.03, 0.05, 0.07, 0.07, 0.04, 0.08, 0.05, 0.03, -0.04, 0.07, 0.07, 0.04, -0.03, -0.63, -0.10, -0.09, 0.06, -0.13, 0.11, -0.12, 0.07, -0.31, 0.11, 0.06, -0.31, 0.04, 0.10, 0.12, 0.14, 0.13]
}